The following is a quantum chemistry calculation of a structure of composition C8H17HfN2O3S in a non-equilibrium geometry, from the Open Molecules 2025 dataset.

DFT total energy   -1096.3095 Eh
HOMO-LUMO gap   8.195 eV
Multiplicity   1
Net charge   +1
Energy relative to the best compared isomer or geometry (same formula, charge and spin)   0.0 kcal/mol

Element x y z (Å)
C  -0.039  -4.622  -0.674
Hf  -0.218  -2.461  -0.578
N  0.660  -1.284  1.273
N  -2.397  -3.143  -0.500
H  0.007  -0.497  1.428
H  0.112  -0.772  -1.820
H  0.680  -4.884  -1.469
H  -0.909  -5.267  -0.912
H  0.485  -5.085  0.162
H  -3.061  -2.345  -0.475
H  -2.569  -3.719  0.339
H  -2.636  -3.736  -1.302
H  0.728  -1.822  2.149
H  1.582  -0.840  1.136
C  2.555  4.040  0.871
C  1.365  3.225  0.464
C  0.076  3.547  0.908
C  -1.021  2.757  0.542
C  -0.825  1.678  -0.313
C  0.436  1.424  -0.834
C  1.541  2.146  -0.402
S  -2.186  0.540  -0.752
O  -1.367  -0.771  -0.399
O  -3.211  0.773  0.282
O  0.599  -1.651  -2.069
H  2.745  4.848  0.150
H  2.396  4.494  1.852
H  3.454  3.418  0.907
H  -0.069  4.425  1.541
H  -2.023  2.994  0.909
H  0.580  0.706  -1.634
H  2.529  1.885  -0.782

---

The following is a quantum chemistry calculation of the molecule C4H5NO in a non-equilibrium geometry, from the Open Molecules 2025 dataset.

Structure (SMILES)   N#CCCC=O
DFT total energy   -285.3902 Eh
HOMO-LUMO gap   11.129 eV
Multiplicity   1
Net charge   0
Energy relative to the best compared isomer or geometry (same formula, charge and spin)   15.3 kcal/mol

Element x y z (Å)
N  3.146  -0.461  0.207
C  2.069  -0.044  0.146
C  0.710  0.497  0.064
C  -0.366  -0.595  -0.048
C  -1.729  0.074  -0.167
O  -1.896  1.189  0.266
H  0.524  1.123  0.941
H  0.654  1.163  -0.804
H  -0.141  -1.295  -0.861
H  -0.379  -1.191  0.876
H  -2.593  -0.458  -0.621